A molecular structure, C25H19BF4NOOsS3 in a non-equilibrium geometry. Source: OMol25; level of theory: ωB97M-V/def2-TZVPD.

Output
Molar mass ... 722.7 g mol⁻¹
HOMO level (alpha / beta) ... -11.182 / -11.169 eV
LUMO level (alpha / beta) ... -3.39 / -6.31 eV
Charge ... +1
Frontier orbital gap (alpha / beta) ... 7.79 / 4.86 eV
2S+1 ... 5

Last column: Löwdin charge in e.
Geometry (Å):
1 Os -0.013 -0.617 0.151  1.833
2 N -1.842 -0.646 -0.906  -0.026
3 C -3.020 0.017 -0.354  -0.227
4 C -3.817 0.776 -1.186  -0.010
5 C -5.005 1.302 -0.706  -0.044
6 C -5.378 1.058 0.606  -0.041
7 C -4.541 0.337 1.444  -0.002
8 C -3.340 -0.199 0.981  -0.130
9 C -2.408 -0.854 1.933  -0.164
10 C -2.917 -1.561 3.012  -0.009
11 C -2.098 -1.985 4.057  -0.006
12 C -0.751 -1.633 4.089  -0.032
13 C -0.203 -0.975 3.012  -0.073
14 C -0.993 -0.666 1.877  -0.230
15 H -1.711 -0.349 -1.869  0.126
16 H -2.035 -1.650 -0.991  0.113
17 H -3.518 0.955 -2.216  0.126
18 H -5.637 1.890 -1.357  0.120
19 H -6.315 1.445 0.987  0.119
20 H -4.803 0.221 2.488  0.123
21 H -3.974 -1.796 3.026  0.127
22 H -2.526 -2.560 4.871  0.125
23 H -0.129 -1.887 4.937  0.123
24 H 0.839 -0.699 3.037  0.069
25 F -0.299 -3.049 -0.054  0.008
26 B 0.066 -3.109 -1.484  -1.153
27 F 0.742 -1.786 -1.637  -0.043
28 F 0.917 -4.116 -1.739  0.233
29 F -1.111 -3.076 -2.225  0.151
30 O 1.731 -0.376 0.751  -0.352
31 C 3.004 -0.778 1.289  -0.499
32 C 3.408 0.309 2.283  -0.503
33 C 2.586 1.246 2.839  -0.123
34 C 3.270 2.135 3.717  -0.162
35 C 4.593 1.852 3.798  -0.386
36 S 5.031 0.534 2.801  1.074
37 C 4.008 -0.860 0.139  -0.497
38 C 5.165 -1.567 0.089  -0.116
39 C 5.883 -1.351 -1.124  -0.158
40 C 5.244 -0.499 -1.965  -0.390
41 S 3.778 0.059 -1.293  1.065
42 C 2.887 -2.145 1.941  -0.492
43 C 2.387 -3.271 1.360  -0.105
44 C 2.386 -4.391 2.237  -0.146
45 C 2.895 -4.085 3.460  -0.385
46 S 3.372 -2.446 3.562  1.066
47 H 1.523 1.298 2.634  0.101
48 H 2.794 2.940 4.264  0.110
49 H 5.350 2.357 4.382  0.077
50 H 5.504 -2.221 0.885  0.127
51 H 6.830 -1.821 -1.356  0.112
52 H 5.561 -0.176 -2.946  0.076
53 H 2.062 -3.312 0.326  0.105
54 H 2.034 -5.375 1.957  0.115
55 H 3.045 -4.741 4.308  0.076

A single C4H10N2 molecule in a non-equilibrium geometry. Source: OMol25; level of theory: ωB97M-V/def2-TZVPD.

Output
Molar mass ... 86.1 g mol⁻¹
HOMO level ... -8.639 eV
LUMO level ... 1.07 eV
SMILES ... CNC1CNC1
Frontier orbital gap ... 9.71 eV

Last column: Löwdin charge in e.
Geometry (Å):
1 C -1.796 0.502 -0.998  -0.209
2 N -0.483 -0.194 -1.079  -0.145
3 C 0.397 0.566 -0.090  -0.309
4 C 1.698 -0.222 0.088  -0.258
5 N 1.097 -1.278 0.991  -0.101
6 C -0.008 -0.204 1.323  -0.169
7 H -2.676 -0.082 -1.557  0.082
8 H -2.381 0.468 0.044  0.102
9 H -1.636 1.498 -1.736  0.119
10 H -0.249 -0.182 -2.150  0.144
11 H 0.551 1.716 -0.183  0.146
12 H 2.154 -0.693 -0.943  0.132
13 H 2.629 0.142 0.636  0.108
14 H 1.599 -1.497 1.962  0.127
15 H 0.015 0.385 2.380  0.128
16 H -0.910 -0.927 1.312  0.102

8 unconnected molecules or ions with the total composition C13H28BrN3O15 in a non-equilibrium geometry. Source: OMol25; level of theory: ωB97M-V/def2-TZVPD.

Output
Molar mass ... 546.3 g mol⁻¹
HOMO level ... -1.580 eV
LUMO level ... 2.39 eV
Charge ... -2
Frontier orbital gap ... 3.97 eV

Last column: Löwdin charge in e.
Geometry (Å):
1 C 9.026 7.504 6.556  0.015
2 C 9.670 7.407 7.935  -0.323
3 O 10.386 8.272 8.431  0.141
4 N 9.041 6.243 8.734  0.079
5 H 8.086 6.469 8.969  0.072
6 H 8.935 5.494 8.064  0.157
7 C 9.860 5.808 9.912  0.022
8 H 7.939 7.456 6.622  0.101
9 H 9.563 6.758 5.969  0.089
10 H 9.254 8.485 6.139  0.091
11 H 10.067 6.720 10.472  0.069
12 H 10.854 5.419 9.695  0.104
13 H 9.242 5.168 10.542  0.115
14 C 14.054 13.475 14.675  -0.001
15 C 15.056 14.206 13.865  -0.370
16 O 15.905 14.962 14.349  0.115
17 N 15.120 13.793 12.395  0.072
18 H 15.961 14.177 11.988  0.151
19 H 15.342 12.810 12.331  -0.006
20 C 14.036 14.472 11.530  0.050
21 H 13.074 13.916 14.494  0.107
22 H 14.144 13.721 15.734  0.104
23 H 14.071 12.387 14.607  0.035
24 H 14.499 14.295 10.559  0.100
25 H 13.864 15.504 11.834  0.109
26 H 13.120 13.887 11.611  0.087
27 C 9.914 9.785 11.497  0.013
28 C 11.189 9.249 12.075  -0.370
29 O 11.366 8.064 12.084  0.152
30 N 11.968 10.313 12.840  0.098
31 H 12.896 10.454 12.466  0.079
32 H 11.604 11.230 12.624  0.105
33 C 11.829 10.042 14.366  0.069
34 H 9.477 8.963 10.930  0.059
35 H 10.204 10.622 10.861  0.084
36 H 9.148 10.172 12.169  0.110
37 H 10.756 9.964 14.543  0.104
38 H 12.331 10.770 15.004  0.082
39 H 12.329 9.079 14.471  0.096
40 Br 15.802 10.404 13.193  -0.446
41 O 8.677 7.907 14.280  0.050
42 C 7.693 8.658 14.795  -0.947
43 O 6.568 8.439 14.396  -0.030
44 O 8.055 9.607 15.480  -0.037
45 H 8.118 7.456 13.643  0.055
46 O 7.300 7.640 11.686  0.068
47 C 6.435 7.635 10.673  -0.834
48 O 6.547 6.879 9.679  -0.078
49 O 5.320 8.160 10.888  -0.018
50 H 6.621 8.000 12.261  0.078
51 O 10.340 13.696 11.068  0.044
52 C 9.558 13.513 12.114  -0.957
53 O 8.751 14.353 12.375  0.008
54 O 9.730 12.527 12.856  -0.037
55 H 10.283 14.628 10.844  0.090
56 O 12.439 8.358 17.299  0.049
57 C 13.144 7.263 17.012  -0.929
58 O 12.771 6.385 16.227  -0.060
59 O 14.174 7.097 17.702  -0.116
60 H 13.045 8.788 17.907  0.081

Question: Which of these has the lowest molar mass?
Answer: C4H10N2

Question: Which value of molar mass does entry 1 give?
Answer: 722.7 g mol⁻¹

Question: Which of these has the lowest molar mass?
Answer: C4H10N2